A cluster of 2 separate species, C2H4ClNO in total, computed with the ωB97M-V functional and the def2-TZVPD basis.

## Properties
**Expectation value of S²**: 2.009
**LUMO (alpha / beta)**: 0.815 / -1.239 eV
**Frontier orbital gap (alpha / beta)**: 6.82 / 9.43 eV
**Relative energy (zero: lowest compared OMol25 entry of this formula, charge and spin)**: 74.8 kcal per mole
**2S+1**: 3
**E_tot**: -668.517217 Ha
**HOMO energy (alpha / beta)**: -6.01 / -10.67 eV
**F_max**: 7.407 eV Å⁻¹

Atoms and positions in Å:
C1 0.86012 -0.22325 0.03337
C2 0.42914 -0.38500 1.37432
N1 1.02961 0.03508 -1.04058
O1 -1.87435 0.19931 -1.01675
Cl1 -1.29340 0.71990 -2.40326
H1 0.92154 -1.19590 1.98547
H2 -0.65488 -0.45569 1.34204
H3 0.65690 0.42653 1.95659
H4 -0.07467 0.87902 -2.23121